Below is 21 unconnected molecules or ions with the total composition C11H64NO20 in a non-equilibrium geometry, with properties calculated with ωB97M-V/def2-TZVPD.

Properties
- Kohn-Sham gap (eV) = 9.381
- charge = +1
- HOMO energy (eV) = -12.1
- relative energy (zero: lowest compared OMol25 entry of this formula, charge and spin) (eV) = 2.3842

Geometry as XYZ:
```
96
Properties=species:S:1:pos:R:3:lowdin_charge:R:1
C 17.35 16.50 7.29 -0.082
C 16.35 17.08 8.33 -0.171
C 16.28 18.67 8.18 -0.108
C 17.50 19.54 8.73 -0.078
N 17.19 21.02 8.83 -0.209
C 16.10 21.25 9.80 -0.097
C 14.70 21.66 9.10 -0.079
C 15.03 21.84 7.56 -0.119
C 16.62 21.54 7.44 -0.011
C 18.43 21.65 9.30 -0.124
C 19.77 21.44 8.38 -0.169
C 21.03 22.24 8.81 -0.039
H 17.70 15.43 7.33 0.090
H 18.20 17.00 7.33 -0.008
H 16.82 16.66 6.26 0.110
H 16.77 16.98 9.43 0.144
H 15.46 16.59 8.25 0.055
H 15.50 19.07 8.65 0.047
H 16.12 18.59 7.17 0.050
H 18.42 19.25 8.20 0.108
H 17.90 19.39 9.82 0.166
H 16.40 22.01 10.51 0.091
H 15.76 20.52 10.50 0.119
H 14.46 22.58 9.50 0.066
H 14.02 20.81 9.30 0.083
H 14.50 22.73 7.11 0.111
H 14.56 21.10 6.89 0.059
H 16.94 22.62 7.28 0.112
H 16.88 20.99 6.39 0.167
H 18.76 21.49 10.44 0.147
H 18.25 22.80 9.22 0.152
H 19.47 21.46 7.36 0.064
H 20.14 20.33 8.40 0.109
H 21.79 22.19 8.19 0.037
H 21.13 22.05 9.85 0.062
H 20.79 23.21 8.67 0.034
O 21.18 25.41 10.94 0.049
H 20.54 24.77 11.08 -0.059
H 20.58 25.88 10.57 -0.071
O 20.40 20.77 12.40 0.001
H 20.14 20.18 13.09 0.065
H 20.82 20.17 11.84 0.006
O 16.64 14.21 4.37 -0.031
H 16.24 13.55 3.98 -0.045
H 17.24 13.95 5.15 0.060
O 16.90 24.50 11.76 -0.078
H 17.90 24.32 11.69 0.055
H 16.72 25.06 11.01 0.014
O 14.56 13.99 6.32 -0.098
H 15.32 14.07 5.68 -0.009
H 14.96 14.41 7.14 0.036
O 14.02 18.66 5.32 -0.106
H 14.11 17.71 4.97 0.120
H 13.30 18.98 4.68 0.114
O 19.51 23.53 11.87 -0.134
H 19.75 22.60 11.70 -0.005
H 19.84 23.53 12.94 0.218
O 12.73 18.54 10.38 -0.058
H 12.64 19.39 10.73 -0.064
H 12.80 18.72 9.41 0.003
O 19.34 20.13 4.24 -0.082
H 19.68 19.24 4.11 0.044
H 18.36 19.97 4.49 0.028
O 20.79 17.78 9.30 -0.082
H 21.18 18.30 10.13 0.099
H 20.21 17.32 9.89 0.005
O 15.54 19.34 13.45 0.035
H 15.61 20.18 13.13 -0.061
H 15.36 19.50 14.33 0.005
O 16.23 24.84 8.90 -0.070
H 16.78 25.00 8.21 -0.089
H 15.34 24.80 8.32 0.074
O 14.98 22.71 12.47 -0.130
H 15.60 22.58 13.22 0.043
H 15.67 23.33 11.95 0.054
O 12.29 21.24 11.32 -0.026
H 12.38 22.12 11.24 -0.033
H 12.98 21.46 12.04 0.089
O 18.04 25.33 6.92 0.017
H 18.32 24.94 6.16 0.004
H 18.69 25.99 7.11 0.065
O 12.57 19.48 7.70 -0.104
H 12.33 20.41 7.61 0.044
H 13.08 19.55 6.76 0.079
O 13.95 25.31 7.25 -0.026
H 14.10 25.06 6.34 0.052
H 13.40 26.08 7.20 0.061
O 20.35 22.56 5.14 -0.046
H 20.28 21.69 4.99 -0.112
H 21.36 22.65 5.31 0.109
O 16.78 19.26 4.45 0.007
H 16.96 18.48 3.94 0.076
H 16.06 19.04 4.91 -0.072
O 18.98 13.43 5.63 0.033
H 19.52 12.65 5.38 0.107
H 19.22 13.45 6.44 -0.069
```

=====

Below is 23 unconnected molecules or ions with the total composition C11H68NO22 in a non-equilibrium geometry, with properties calculated with ωB97M-V/def2-TZVPD.

Properties
- Kohn-Sham gap (eV) = 9.202
- charge = +1
- HOMO energy (eV) = -12.0
- relative energy (zero: lowest compared OMol25 entry of this formula, charge and spin) (eV) = 1.5918

Geometry as XYZ:
```
102
Properties=species:S:1:pos:R:3:lowdin_charge:R:1
C -0.48 -2.10 -1.99 -0.086
C 0.35 -0.84 -1.65 -0.233
C -0.07 -0.13 -0.35 -0.121
C 0.41 1.36 -0.21 -0.074
N -0.25 2.13 0.91 -0.191
C -1.62 2.42 0.65 -0.133
C -1.97 3.83 1.05 -0.183
C -0.75 4.54 0.68 -0.125
C 0.43 3.47 0.79 -0.050
C 0.09 1.60 2.25 -0.100
C 1.51 1.39 2.54 -0.186
C 1.57 1.05 4.01 -0.083
H -0.31 -2.82 -1.12 0.085
H -0.15 -2.53 -2.89 0.024
H -1.52 -1.86 -2.18 0.062
H 0.10 -0.26 -2.59 0.117
H 1.35 -0.89 -1.78 0.032
H 0.33 -0.83 0.42 0.118
H -1.12 -0.14 -0.38 0.084
H 0.22 1.90 -1.19 0.154
H 1.46 1.27 -0.09 0.101
H -2.32 1.70 1.04 0.148
H -1.77 2.29 -0.37 0.091
H -2.26 3.99 2.15 0.123
H -2.88 4.20 0.55 0.110
H -0.59 5.36 1.54 0.169
H -0.98 4.84 -0.28 0.090
H 1.09 3.74 1.67 0.148
H 1.09 3.60 -0.05 0.104
H -0.58 0.86 2.22 0.098
H -0.45 2.18 2.84 0.095
H 2.22 2.04 2.45 0.049
H 2.01 0.57 2.15 0.097
H 0.86 0.29 4.46 0.071
H 1.49 1.81 4.79 0.069
H 2.55 0.51 4.35 0.118
O -1.76 -3.74 1.44 0.029
H -2.53 -3.19 1.28 0.069
H -1.80 -4.29 0.76 -0.065
O 0.68 -2.84 2.19 -0.082
H 0.00 -3.55 2.11 0.033
H 1.58 -3.16 2.41 0.085
O -0.40 -2.21 4.74 -0.037
H 0.29 -2.44 4.13 -0.008
H -1.14 -2.84 4.67 0.072
O 4.27 2.64 -0.79 -0.066
H 4.68 2.96 0.07 0.103
H 4.05 1.73 -0.51 0.021
O -0.47 -2.90 -6.50 -0.096
H 0.21 -2.55 -5.84 0.055
H -1.38 -2.51 -6.45 0.053
O -5.18 3.24 -0.21 -0.038
H -5.22 3.62 -1.11 0.079
H -5.32 4.03 0.30 0.067
O -0.14 -0.04 6.98 0.014
H -0.10 -0.75 6.41 -0.044
H -0.63 0.65 6.66 -0.011
O 1.72 -3.91 -5.16 -0.013
H 1.55 -4.10 -6.06 0.055
H 0.97 -4.26 -4.77 -0.031
O 3.45 4.33 4.00 0.066
H 4.08 3.99 3.42 0.030
H 3.89 3.97 4.61 -0.083
O -4.25 1.01 -1.30 -0.039
H -4.60 1.81 -0.93 -0.030
H -4.76 1.07 -2.10 0.064
O -1.57 3.96 4.57 -0.170
H -0.57 4.17 4.42 0.082
H -2.31 4.70 4.75 0.125
O 2.76 -2.64 -3.38 -0.012
H 2.39 -1.84 -3.85 0.102
H 2.63 -3.34 -3.88 -0.099
O 1.30 -4.30 -0.88 -0.091
H 0.46 -4.78 -0.76 0.030
H 1.73 -4.75 -1.66 0.114
O -1.04 -5.76 -0.63 0.031
H -0.80 -6.65 -0.92 0.102
H -1.66 -5.35 -1.11 -0.028
O -2.92 -3.69 -3.27 -0.085
H -2.96 -3.86 -4.27 0.109
H -3.70 -4.05 -2.79 0.083
O 2.50 3.34 -2.40 -0.076
H 3.37 3.27 -1.86 0.022
H 2.60 2.86 -3.18 -0.004
O 3.92 -0.16 -0.09 -0.129
H 3.38 -1.03 -0.21 0.040
H 4.82 -0.57 -0.18 0.079
O 2.52 -2.64 -0.43 -0.203
H 1.82 -3.33 -0.05 0.021
H 2.66 -2.95 -1.42 0.064
O -0.35 -4.78 -3.52 0.033
H -1.14 -4.26 -3.34 0.004
H -0.43 -5.62 -3.56 -0.039
O -2.52 -0.95 3.17 -0.023
H -2.90 -1.61 2.50 0.065
H -1.81 -1.43 3.44 -0.079
O 1.39 6.04 -2.32 -0.068
H 1.48 5.14 -2.09 -0.061
H 1.01 6.09 -3.24 0.068
O -2.12 1.90 -2.77 -0.079
H -1.93 1.31 -3.44 -0.019
H -2.75 1.32 -2.18 0.042
```